(1)
Molecular formula: C9H13N2O2
Method: DFT, wB97M-V/def2-TZVPD

SMILES: Cc1cnc([C@]2(C)[NH2+]CCC2=O)o1
Orbital gap in eV: 8.851
Total charge: +1
HOMO level in eV: -12.38

Each line ends with the Mulliken charge.
Geometry (Å):
1 O -1.34891 2.22478 -0.72265  -0.511
2 O 1.64934 0.93113 0.20733  -0.342
3 N -1.53344 -1.17815 0.36588  -0.085
4 N 1.07686 -1.21991 0.01022  -0.519
5 C 4.15387 0.69121 -0.26687  -1.294
6 C 0.72964 0.00476 0.34021  0.008
7 C -1.19939 0.88702 1.91809  -1.376
8 C -2.31097 0.15284 -1.43617  -0.470
9 C 2.79497 0.21422 -0.17778  0.685
10 C -1.53962 1.04798 -0.62676  0.296
11 C -2.66825 -1.03959 -0.54634  -0.763
12 C -1.03999 0.22923 0.58632  0.920
13 C 2.33536 -1.08107 -0.34463  -0.355
14 H -2.78384 -2.02008 -1.10457  0.374
15 H -0.70140 -1.78586 0.07164  0.529
16 H 4.34987 1.34707 -1.11624  0.307
17 H -3.53290 -0.88271 -0.07602  0.394
18 H -0.31076 0.54029 2.45271  0.379
19 H 4.55931 1.49769 0.39980  0.336
20 H 4.86198 -0.17351 -0.23223  0.300
21 H -1.42568 2.00362 1.74137  0.338
22 H -2.12537 0.62673 2.38436  0.454
23 H -1.81114 -0.15433 -2.40775  0.297
24 H 2.90048 -1.99036 -0.78529  0.323
25 H -1.79172 -1.61823 1.31119  0.419
26 H -3.28829 0.74521 -1.94582  0.358

(2)
Molecular formula: C27H31Cl2GeN5SYb
Method: DFT, wB97M-V/def2-TZVPD

Orbital gap (alpha / beta) in eV: 6.395 / 6.342
Total charge: +1
HOMO level (alpha / beta) in eV: -9.88 / -9.86
Spin multiplicity: 2

Each line ends with the Mulliken spin population.
Geometry (Å):
1 Yb -0.12764 0.52732 -0.10019  0.992
2 Ge -0.37334 -3.13084 -0.41072  -0.001
3 Cl -2.49058 2.12936 -0.20019  0.000
4 Cl -4.28794 0.06638 1.08634  0.000
5 S 0.38888 5.77818 -0.11902  0.000
6 N 2.29669 0.57345 0.26946  0.000
7 N -0.03661 1.23623 -2.43335  -0.001
8 N 0.29637 3.14861 -0.21461  -0.001
9 N 0.25599 1.18601 2.25199  -0.004
10 N 0.01898 2.90341 -3.96034  0.000
11 C 0.23570 4.98237 -1.67997  0.000
12 C 0.35878 4.18871 0.59957  0.000
13 C -0.10725 0.66248 -3.74026  0.000
14 C 3.90740 1.44850 1.64305  0.000
15 C 0.13402 0.11148 -6.46392  0.000
16 C 0.07984 2.56909 -2.63046  -0.001
17 C 4.50675 1.21326 0.39574  0.001
18 C -1.02113 -2.35345 4.25482  0.000
19 C -0.76040 1.31044 3.28893  0.000
20 C 0.03244 1.44605 -6.08903  0.000
21 C -0.05077 -0.68793 -4.16245  0.001
22 C 0.45525 -3.79051 -2.12679  0.001
23 C -0.65349 -2.32818 5.59400  0.000
24 C -1.32861 -4.70389 0.38226  0.001
25 C -0.51594 -1.12002 6.24043  0.000
26 C 3.48495 0.65231 -0.37913  0.000
27 C -0.09020 1.70978 -4.71870  0.000
28 C -1.64091 -1.66775 -0.84886  0.014
29 C 2.53602 1.09597 1.54463  0.001
30 C -0.62172 0.06914 5.54287  0.000
31 C -0.86372 0.05572 4.16323  -0.001
32 C 1.12436 -2.66241 0.84501  0.001
33 C 0.08956 -0.92282 -5.52714  0.000
34 C -4.19808 1.55432 0.11584  0.000
35 C 1.51366 1.36035 2.49532  -0.002
36 C 0.21600 3.57692 -1.57024  0.000
37 C -1.13816 -1.16728 3.53337  0.001
38 H -2.11510 -5.09186 -0.28613  0.000
39 H -1.22845 -3.32267 3.76219  0.000
40 H -0.41289 1.03491 6.03001  0.000
41 H 0.96334 -4.73617 -1.87601  0.000
42 H 3.60553 0.28665 -1.41407  0.000
43 H -0.60236 2.20573 3.92194  0.000
44 H 0.16513 5.55971 -2.60835  0.000
45 H 4.39314 1.87105 2.52329  0.000
46 H -1.68779 -1.42668 -1.92553  -0.001
47 H 0.05354 2.27118 -6.82788  0.000
48 H 1.73920 -1.84814 0.44541  -0.001
49 H -0.61203 -5.51800 0.56354  0.000
50 H 0.14572 -1.95476 -5.87356  0.000
51 H -0.31541 -3.96188 -2.89741  0.000
52 H 0.78640 -2.33010 1.83528  0.000
53 H -4.67116 1.40031 -0.84715  0.000
54 H -0.03936 -1.52505 -3.43186  -0.001
55 H -4.71327 2.33790 0.66472  0.000
56 H 1.85286 1.76358 3.46366  0.000
57 H -1.32013 -1.17222 2.45848  0.000
58 H -0.23652 -1.10872 7.29972  0.000
59 H 0.06949 3.83796 -4.34761  0.000
60 H -0.50523 -3.26531 6.14665  0.000
61 H 1.21584 -3.08520 -2.52140  0.000
62 H -2.66492 -1.95659 -0.52657  0.000
63 H 0.25429 -0.13445 -7.53062  0.000
64 H 5.54281 1.37424 0.15358  0.000
65 H 0.46798 4.08351 1.68471  0.000
66 H -1.72539 1.41583 2.77922  0.000
67 H -1.80200 -4.48290 1.34976  0.000
68 H 1.77155 -3.54267 0.96045  0.000

(3)
Molecular formula: C5H10O
Method: DFT, wB97M-V/def2-TZVPD

SMILES: C=COC(C)C
Orbital gap in eV: 9.916
HOMO level in eV: -8.78

Each line ends with the Mulliken charge.
Geometry (Å):
1 O -0.52694 -0.64893 -0.15835  -0.402
2 C 0.70027 -0.09457 0.32814  0.519
3 C 0.91717 1.32699 -0.21208  -1.206
4 C -2.82858 -0.21532 -0.26033  -0.759
5 C -1.66025 -0.13584 0.38070  0.095
6 C 1.79252 -1.06504 -0.09903  -1.402
7 H 0.66106 -0.10515 1.42159  0.268
8 H -2.87553 -0.64194 -1.24935  0.258
9 H -1.54106 0.32042 1.37515  0.295
10 H 0.07900 1.98525 0.06596  0.326
11 H 1.80091 -1.16703 -1.20607  0.322
12 H 1.83490 1.77457 0.16181  0.378
13 H 0.97699 1.30995 -1.29906  0.332
14 H 1.60646 -2.06496 0.30807  0.335
15 H 2.79174 -0.74737 0.23345  0.391
16 H -3.72869 0.16896 0.20939  0.249